Entry from OMol25: a molecular structure, C37H70N2O2P2PbSb (ωB97M-V/def2-TZVPD).

XYZ file:
```
115
C37H70N2O2P2PbSb (ωB97M-V/def2-TZVPD)
Pb 0.08 -0.26 0.52
C 4.94 -0.43 0.72
C 4.44 0.38 1.94
C 5.48 1.49 2.26
C 3.09 1.02 1.67
C 2.24 1.34 2.71
C 0.98 1.95 2.55
C 0.21 2.10 3.88
C -0.22 0.71 4.43
C -0.96 3.06 3.94
C 0.63 2.41 1.26
C 1.58 2.25 0.20
C 2.73 1.45 0.41
C 1.55 3.08 -1.06
C 2.42 4.36 -0.83
C 2.08 2.38 -2.34
C -0.55 3.37 0.98
C -0.32 4.72 1.36
C -1.27 5.69 1.27
C -2.53 5.33 0.81
C -2.81 4.03 0.42
C -1.84 3.02 0.47
P -2.18 1.34 -0.17
C -2.51 1.53 -2.03
C -1.19 1.52 -2.79
C -3.24 2.82 -2.43
C -3.32 0.31 -2.56
C -3.61 0.57 0.72
C -3.84 -0.92 0.28
C -4.89 1.35 0.52
C -3.29 0.51 2.24
H 5.76 -1.09 1.00
H 5.31 0.22 -0.07
H 4.14 -0.97 0.25
H 4.34 -0.32 2.74
H 5.66 2.02 1.29
H 6.40 1.05 2.62
H 5.17 2.28 2.94
H 2.59 1.10 3.71
H 0.90 2.51 4.57
H -0.85 0.11 3.78
H -0.82 0.91 5.31
H 0.62 0.04 4.75
H -1.71 2.80 3.17
H -0.67 4.07 3.77
H -1.40 2.98 4.91
H 3.44 1.25 -0.36
H 0.52 3.46 -1.17
H 3.45 4.04 -0.60
H 2.13 4.92 0.09
H 2.37 5.02 -1.66
H 3.15 2.27 -2.26
H 1.88 2.90 -3.26
H 1.65 1.39 -2.45
H 0.67 5.00 1.69
H -1.00 6.70 1.56
H -3.32 6.04 0.80
H -3.78 3.80 -0.03
H -0.58 2.39 -2.53
H -1.39 1.67 -3.85
H -0.58 0.63 -2.65
H -2.67 3.69 -2.16
H -4.25 2.90 -2.05
H -3.28 2.75 -3.53
H -2.74 -0.59 -2.33
H -3.41 0.51 -3.66
H -4.35 0.24 -2.17
H -4.35 -1.00 -0.69
H -4.49 -1.38 1.03
H -2.90 -1.45 0.23
H -5.22 1.30 -0.54
H -4.83 2.35 0.90
H -5.67 0.80 1.05
H -2.46 -0.16 2.32
H -4.09 0.10 2.84
H -3.00 1.45 2.66
C 1.04 -0.32 -5.04
C 1.90 -1.13 -4.13
Sb 1.08 -1.71 -2.24
C -0.24 -3.35 -2.68
C -0.06 -3.96 -4.05
C 2.67 -2.81 -1.39
C 3.17 -4.04 -2.20
H 1.49 -0.24 -6.06
H 0.93 0.70 -4.65
H 0.03 -0.74 -5.15
H 2.85 -0.58 -3.86
H 2.21 -2.10 -4.55
H -1.29 -3.08 -2.54
H -0.01 -4.06 -1.88
H -0.30 -3.31 -4.89
H -0.76 -4.78 -4.16
H 0.92 -4.35 -4.16
H 2.31 -3.10 -0.42
H 3.46 -2.07 -1.29
H 2.37 -4.78 -2.33
H 3.94 -4.50 -1.58
H 3.62 -3.79 -3.17
N -2.74 -5.28 0.52
C -1.31 -5.67 0.48
P -0.17 -4.31 1.07
O 1.21 -4.72 0.71
O -0.86 -3.06 0.63
C -0.19 -4.47 2.93
N 1.09 -5.21 3.42
H -2.86 -4.25 0.37
H -3.19 -5.43 1.43
H -3.32 -5.80 -0.17
H -1.14 -5.85 -0.58
H -1.19 -6.61 1.03
H -0.99 -4.92 3.47
H -0.04 -3.49 3.33
H 0.98 -6.23 3.47
H 1.35 -4.79 4.34
H 1.81 -5.01 2.67
```

Its HOMO energy is -15.2 eV. Its charge is +3. The calculated total energy comes out at -2826.79684 Eh. The lowest unoccupied orbital energy is -7.71 eV.